Computed, not measured: a 3-piece molecular cluster, C19H32BrFNO8 overall, with ωB97M-V/def2-TZVPD.

HOMO: -12.8 eV
gap between HOMO and LUMO: 10.6 eV
total charge: +1

Each line ends with the natural charge from an NBO analysis.
Cartesian coordinates (Å):
H  -6.1362  3.3605  -1.2465  0.2347
C  -3.3245  3.7625  -1.3159  -0.0993
H  4.9831  4.6501  3.4541  0.2281
H  -4.0756  -3.7152  -0.7339  0.1882
O  -3.3828  1.6311  -2.1475  -0.4750
C  -3.5528  -2.7615  -0.6897  0.0578
C  4.2637  3.8386  3.3400  -0.6259
C  -1.4478  -1.5162  -1.2764  -0.2422
H  -2.1653  -3.3262  -2.2201  0.2314
H  -1.1532  -1.6092  0.9362  0.2471
H  -1.0462  -0.8283  -3.9320  0.2649
H  -1.5998  -3.5709  -0.5764  0.2142
H  0.0971  0.4617  -1.8515  0.4892
H  2.0205  -4.5053  -0.7106  0.2182
O  -1.9958  3.2240  -1.5040  -0.4683
H  -3.3508  4.3360  -0.3951  0.2205
H  0.3295  -3.1194  0.0212  0.1966
Br  1.9563  -0.8174  2.3539  0.0856
C  -0.2408  -1.4907  -3.6176  -0.5303
H  6.0989  2.0310  4.0891  0.1833
H  0.6965  -1.0779  -4.0113  0.2348
H  -5.5482  3.0041  -2.8821  0.2288
H  0.3855  -2.4607  -1.7937  0.2170
O  0.6732  0.8664  0.3281  -0.7141
C  2.3916  -3.7726  0.0053  -0.6202
O  -1.2034  1.4220  -2.5924  -0.6759
H  6.1526  2.8903  5.6522  0.2125
C  5.5250  2.3211  4.9729  -0.0946
C  -2.1406  -2.8759  -1.2262  -0.4320
H  0.1587  1.0811  1.1135  0.5032
O  3.2381  -0.1582  5.4042  -0.5818
H  -1.5967  -0.0428  0.3018  0.2302
F  -4.2622  -1.8400  -1.4457  -0.3669
H  -2.1544  -0.8095  -1.7083  0.2567
H  -4.1910  2.0584  -0.3096  0.1895
H  3.2870  4.2736  3.1342  0.2272
N  0.6018  -0.3972  -1.5472  -0.5786
C  -0.9991  -0.9333  0.0968  -0.4874
H  2.4627  -1.2162  -0.0120  0.2178
C  -5.5753  2.6482  -1.8522  -0.6324
H  -3.5596  -2.4103  0.3448  0.1597
H  -6.0941  1.6919  -1.8286  0.2425
H  0.4175  -3.5793  -4.0346  0.1127
H  2.8976  -4.3209  0.7954  0.2389
C  3.8269  0.8503  5.1779  0.9733
H  -3.5507  4.4060  -2.1673  0.2009
O  5.0659  1.1353  5.6304  -0.4832
H  3.8444  3.5901  5.4395  0.1878
H  1.0476  -3.2011  1.5923  0.2468
O  -1.3120  -3.1550  -4.9700  -0.4672
H  4.5570  3.2239  2.4882  0.2173
C  1.2479  -2.9084  0.5647  -0.4399
C  4.2260  3.0098  4.5952  0.0650
H  3.1460  -3.1721  -0.5060  0.2032
C  -0.3949  -2.8543  -4.2598  0.4324
C  -2.1211  2.0478  -2.1154  1.0071
C  0.4570  -0.4599  -0.0401  0.4945
C  1.5445  -1.3951  0.5510  -0.3199
O  3.3494  1.8742  4.4318  -0.5045
C  -4.1828  2.5093  -1.3053  0.0694
C  -0.1538  -1.5620  -2.1041  -0.0216
H  1.5617  -0.3364  -1.8855  0.4323

Computed, not measured: one molecule with the formula C7H17N3, with ωB97M-V/def2-TZVPD.

energy relative to the best compared isomer or geometry (same formula, charge and spin): 240.8 kJ/mol
HOMO: -8.2 eV
gap between HOMO and LUMO: 9.1 eV
total charge: 0

Each line ends with the natural charge from an NBO analysis.
Cartesian coordinates (Å):
H  2.9024  -0.7816  0.2706  0.2072
H  -3.3395  0.8554  -1.1133  0.1990
H  0.4655  0.8113  -2.9081  0.2313
H  0.7531  -0.7223  -2.0823  0.2107
H  0.1833  0.7646  2.1416  0.2009
H  -2.3513  2.0755  -0.2901  0.1604
H  -2.1330  1.7863  -2.0262  0.2070
C  2.0282  -1.4118  0.4337  -0.4092
N  0.4522  2.0231  -0.3756  -0.7643
H  2.2368  -2.0879  1.2745  0.1744
H  -0.1047  2.3431  0.4127  0.3327
H  1.1521  -0.5599  2.7919  0.1773
H  -0.3518  -2.1298  -0.0951  0.2029
H  1.8623  -2.0122  -0.4584  0.2036
H  -1.8047  0.1962  1.2431  0.1574
C  -2.3381  1.2977  -1.0741  -0.4022
C  0.1598  0.8811  -0.8227  0.5536
H  1.9400  0.6216  -1.9682  0.2225
H  1.9330  0.7511  1.9024  0.2155
C  0.8890  0.3506  -2.0158  -0.6780
N  -1.3446  0.2831  -0.8314  -0.5170
C  1.0423  0.1323  1.9498  -0.4188
C  -0.4535  -1.3948  0.7054  -0.2199
H  -0.6208  -1.8953  1.6708  0.1921
N  0.8730  -0.5669  0.6881  -0.4107
H  -2.4378  -1.1574  0.2046  0.2041
C  -1.5933  -0.4532  0.3721  -0.2323

Computed, not measured: C18H22Cl4N2O2PdSi2 as an isolated structure, with ωB97M-V/def2-TZVPD.

⟨S²⟩: 2.018
HOMO (spin up / spin down): 1.6 / -1.4 eV
gap between HOMO and LUMO (spin up / spin down): 3.0 / 4.9 eV
total charge: -2
2S+1: 3

Each line ends with the natural charge from an NBO analysis.
Cartesian coordinates (Å):
H  3.4267  -1.4274  0.8535  0.2533
O  0.6032  2.5786  0.0077  -0.6733
H  -4.8305  1.1086  -0.8732  0.2245
Si  1.5521  -2.8206  -0.0054  1.8225
C  -3.4311  -1.4793  0.0038  -0.3130
C  -1.0569  -2.0852  -0.0008  0.1175
C  -2.0792  -1.0685  -0.0018  0.2377
Si  -2.5367  1.7260  -0.0110  1.8281
C  -1.4731  -3.4368  0.0063  -0.3065
H  -2.6417  3.6557  -1.5606  0.2160
H  3.4216  -1.4352  -0.8878  0.2528
H  -2.4711  2.1284  -2.4491  0.2217
Cl  5.4570  1.1912  -0.0097  -0.0484
O  2.5180  0.7589  -0.0121  -0.6386
H  0.6233  -4.5494  1.5995  0.2261
C  -4.4275  1.6162  0.0056  -1.1282
C  3.4911  4.7248  0.0282  -0.0935
C  -3.7934  -2.8105  0.0106  -0.2739
H  1.5513  -3.3013  2.4230  0.2317
Cl  3.9526  6.4710  0.0466  -0.2540
H  1.5371  -3.3228  -2.4294  0.2316
H  -4.8157  1.1208  0.8979  0.2250
C  -2.1414  2.6826  -1.5666  -1.1372
H  3.9822  -2.8731  -0.0123  0.2132
H  0.6139  -4.5635  -1.5895  0.2261
H  -2.6155  3.6759  1.5148  0.2158
H  -1.0419  2.8781  1.5783  0.2646
C  -2.1151  2.7029  1.5251  -1.1381
H  -0.7252  -4.2143  0.0073  0.1899
H  -2.4294  2.1603  2.4203  0.2215
N  0.2422  -1.6826  -0.0067  -1.0709
Cl  6.2263  4.3041  0.0228  -0.2292
C  1.5057  -3.9402  -1.5279  -1.1287
C  1.5148  -3.9267  1.5272  -1.1287
C  3.2470  -2.0623  -0.0138  -1.1304
C  4.5122  3.7548  0.0176  -0.0941
C  4.2141  2.4280  0.0039  -0.1499
H  -4.8430  -3.0819  0.0148  0.1823
C  2.8596  1.9759  -0.0001  0.3010
C  -2.8043  -3.7999  0.0118  -0.2642
H  -3.0748  -4.8499  0.0170  0.1810
Pd  0.3945  0.3985  -0.0151  0.9248
C  2.1823  4.3574  0.0251  -0.1760
C  1.8020  2.9827  0.0110  0.3925
H  -1.0694  2.8569  -1.6406  0.2618
N  -1.6586  0.2189  -0.0083  -1.0750
H  -4.8088  2.6425  0.0017  0.2211
H  -4.2010  -0.7277  0.0029  0.1950
H  2.3826  -4.5946  -1.5390  0.2131
Cl  0.8802  5.5348  0.0378  -0.0536
H  2.3917  -4.5810  1.5389  0.2131

Computed, not measured: a 8-piece molecular cluster, BH18O7 overall, with ωB97M-V/def2-TZVPD.

energy relative to the best compared isomer or geometry (same formula, charge and spin): 177.2 kJ/mol
HOMO: -7.1 eV
gap between HOMO and LUMO: 10.2 eV
total charge: -1

Each line ends with the natural charge from an NBO analysis.
Cartesian coordinates (Å):
O  0.6476  -2.3932  2.9616  -0.9617
O  0.0628  2.9810  -1.6721  -0.9356
O  -2.1384  -2.2394  0.2071  -0.9648
H  0.4221  1.3168  1.4915  0.4951
O  -0.8334  -1.0560  -2.7933  -0.9695
H  -0.5394  -0.9397  -1.8898  0.4851
H  -1.3031  -1.7869  0.0897  0.4975
H  1.0960  2.6673  1.3734  0.4580
H  2.0264  -0.0508  -0.7992  0.4973
O  -2.4326  0.7560  0.3249  -0.9492
H  -0.1292  -1.0855  -0.6214  -0.0611
H  0.4314  3.5098  -2.3797  0.4557
H  0.8179  2.5379  -1.2853  0.4798
H  -2.8212  0.4859  1.1569  0.4506
H  2.4982  0.3220  -2.1886  0.4570
H  -2.4810  -1.9001  1.0340  0.4490
H  1.3776  -0.7620  0.1524  -0.0138
H  -0.0388  -0.8223  1.1456  -0.0265
B  0.3265  -0.5197  0.1764  -0.7698
H  1.5858  -2.4725  3.1341  0.4555
H  0.5946  -1.8876  2.1505  0.4962
O  2.7536  0.3601  -1.2668  -0.9861
H  -1.4936  0.6100  0.4399  0.4927
H  -1.3600  -0.2780  -2.9764  0.4614
O  0.6461  2.0978  1.9975  -0.9621
H  0.2841  0.5494  0.0370  -0.0306

Computed, not measured: one molecule with the formula C4H7N3, with ωB97M-V/def2-TZVPD.

energy relative to the best compared isomer or geometry (same formula, charge and spin): 467.4 kJ/mol
HOMO (spin up / spin down): -8.7 / -7.3 eV
gap between HOMO and LUMO (spin up / spin down): 8.5 / 6.3 eV
total charge: 0

Each line ends with the natural charge from an NBO analysis.
Cartesian coordinates (Å):
C  -0.9884  -0.1649  -1.1859  -0.6781
H  -1.8187  -0.8757  -1.1127  0.2276
H  2.1172  -0.5674  -0.0296  0.4106
N  0.6639  -1.0807  2.2089  -0.5922
H  0.4474  1.8686  -0.1715  0.2050
C  0.9692  1.0024  -0.5658  -0.1064
N  -1.9118  0.3937  1.1904  -0.3017
H  1.5386  1.1245  -1.4786  0.1969
C  0.4196  -0.4344  1.1574  0.3503
C  -0.9504  -0.0240  0.6052  0.0700
H  -1.4147  0.7318  -1.6437  0.2266
H  -0.2466  -1.4011  2.5461  0.3583
H  -0.2493  -0.6670  -1.8257  0.2092
N  1.4240  0.0941  0.3056  -0.5760